{"formula": "C21H18AuN8S3", "method": "ωB97M-V/def2-TZVPD", "elements": ["Au", "N", "C", "C", "C", "C", "C", "C", "C", "C", "C", "C", "C", "C", "H", "H", "H", "H", "H", "H", "H", "H", "H", "H", "N", "N", "N", "C", "N", "N", "H", "H", "H", "S", "C", "S", "C", "N", "N", "C", "C", "C", "C", "C", "C", "S", "H", "H", "H", "H", "H"], "coordinates": [[0.92165, 0.12337, -0.22953], [2.97368, -2.05410, -1.42512], [3.75271, -1.44301, -0.42338], [4.97856, -0.86418, -0.75342], [5.75908, -0.24921, 0.20901], [5.33468, -0.21001, 1.53011], [4.11914, -0.77724, 1.86292], [3.30223, -1.38358, 0.90445], [2.00235, -1.97048, 1.35390], [1.97718, -2.90696, 2.38723], [0.77854, -3.37841, 2.90682], [-0.43275, -2.90190, 2.42460], [-0.43871, -1.96268, 1.40190], [0.76711, -1.51623, 0.88772], [3.50226, -2.25614, -2.26106], [2.47890, -2.88064, -1.11717], [5.32819, -0.92437, -1.77851], [6.71207, 0.18266, -0.07078], [5.94470, 0.25547, 2.29268], [3.77367, -0.74069, 2.88992], [2.92052, -3.26934, 2.78021], [0.79408, -4.11786, 3.69748], [-1.36953, -3.25430, 2.83657], [-1.38221, -1.56858, 1.04010], [3.12651, 4.14901, -3.08967], [2.20831, 3.51467, -2.27891], [1.03791, 4.05054, -2.00951], [0.46073, 3.08151, -1.32020], [1.27628, 2.02457, -1.20456], [2.40355, 2.31926, -1.83266], [3.00259, 5.14840, -2.97921], [4.05710, 3.85361, -2.81878], [-0.54007, 3.13320, -0.92370], [-5.40944, -2.78533, -0.64898], [-4.06919, -1.89564, -0.92532], [-2.61838, -2.66326, -1.53826], [-1.80246, -1.14173, -1.47753], [-2.53045, -0.15461, -1.05921], [-3.78349, -0.54548, -0.74379], [-4.64678, 0.50444, -0.23878], [-4.07589, 1.75007, 0.03313], [-4.86198, 2.78132, 0.51197], [-6.22084, 2.59480, 0.72392], [-6.78067, 1.36168, 0.44600], [-6.00729, 0.31240, -0.03390], [-0.15007, -0.94390, -1.97333], [-3.02456, 1.91009, -0.13564], [-4.40652, 3.74090, 0.71877], [-6.83312, 3.40449, 1.09791], [-7.83917, 1.19712, 0.59841], [-6.47073, -0.63370, -0.24485]], "nbo_charge": [0.9729, -0.8269, 0.1761, -0.2603, -0.1683, -0.2587, -0.1176, -0.1693, -0.1290, -0.1840, -0.1789, -0.1936, -0.2775, -0.0991, 0.3882, 0.3893, 0.2173, 0.2250, 0.2275, 0.2145, 0.2332, 0.2340, 0.2355, 0.2258, -0.5783, 0.1969, -0.2338, 0.1613, -0.4182, -0.0259, 0.4019, 0.3975, 0.2415, -0.0302, -0.1671, 0.4797, -0.2348, -0.2264, -0.2424, 0.1969, -0.2555, -0.1850, -0.2016, -0.1849, -0.2496, 0.1344, 0.2216, 0.2175, 0.2261, 0.2275, 0.2548], "total_charge": 1, "energy_ha": -2579.01132, "e_homo_ev": [-10.61, -10.61], "gap_ev": [5.01, 5.02]}


{"formula": "C29H28BrF4N5Ru", "method": "ωB97M-V/def2-TZVPD", "elements": ["Ru", "C", "C", "N", "C", "C", "C", "C", "N", "C", "C", "F", "C", "F", "C", "C", "F", "C", "F", "H", "H", "H", "H", "H", "H", "H", "H", "H", "H", "H", "H", "H", "H", "H", "C", "C", "C", "C", "C", "C", "N", "N", "C", "C", "C", "C", "C", "C", "H", "H", "H", "H", "H", "H", "H", "H", "H", "Br", "C", "C", "C", "C", "C", "N", "H", "H", "H", "H"], "coordinates": [[0.26792, -0.89022, 0.37740], [-3.20882, -0.89415, 0.08206], [-2.62157, 0.18482, 0.96194], [-1.27934, -0.11539, 1.54321], [-1.40975, -1.10191, 2.64672], [-0.06783, -1.48402, 3.26376], [-0.73496, 1.18640, 2.08635], [0.13949, 1.86473, 1.05576], [1.05176, 0.82867, 0.57685], [2.37611, 0.97027, 0.22944], [3.07953, -0.18925, -0.14341], [2.41438, -1.40637, -0.06289], [4.37886, -0.18820, -0.58343], [4.95446, -1.34345, -0.90837], [5.07699, 1.00257, -0.68098], [4.41243, 2.16175, -0.33486], [5.03376, 3.33388, -0.42821], [3.09558, 2.16056, 0.09910], [2.51268, 3.33569, 0.37122], [-4.18373, -0.55493, -0.26967], [-3.35796, -1.83735, 0.60789], [-2.58058, -1.06167, -0.79119], [-3.29148, 0.40260, 1.80130], [-2.50335, 1.09339, 0.37963], [-1.89020, -1.98808, 2.23475], [-2.07635, -0.68776, 3.40918], [0.71991, -1.64195, 2.50916], [-0.17310, -2.42600, 3.79863], [0.30571, -0.74018, 3.96350], [-0.13068, 0.96841, 2.96248], [-1.56689, 1.82337, 2.39214], [0.63528, 2.74119, 1.46612], [-0.48037, 2.18824, 0.21238], [6.10302, 1.02758, -1.01754], [-1.78410, -5.90744, 2.29640], [-2.66801, -5.45966, 1.32270], [-2.30614, -4.42782, 0.47201], [-1.05821, -3.83647, 0.62042], [-0.16567, -4.28153, 1.58493], [-0.52948, -5.32641, 2.41985], [-0.66112, -2.75075, -0.22273], [-0.93459, -2.89772, -1.43149], [-0.58846, -1.77604, -2.19791], [-0.78487, -1.81838, -3.57619], [-0.41061, -0.72962, -4.34174], [0.15420, 0.38338, -3.72595], [0.33849, 0.43296, -2.34748], [-0.02979, -0.65458, -1.56236], [-2.07059, -6.71759, 2.95326], [-3.64162, -5.92011, 1.22254], [-2.97653, -4.06915, -0.29758], [0.82038, -3.83864, 1.64904], [0.17003, -5.69313, 3.15915], [-1.21545, -2.70798, -4.01750], [-0.55018, -0.74516, -5.41387], [0.44302, 1.23631, -4.32735], [0.75651, 1.32387, -1.90073], [-2.65530, 4.26717, 0.18545], [-3.17391, 3.25931, -1.34589], [-4.21625, 3.72649, -2.13020], [-4.57455, 2.95417, -3.22122], [-3.89074, 1.77182, -3.46727], [-2.86571, 1.41135, -2.61173], [-2.49932, 2.14950, -1.55677], [-4.71928, 4.65148, -1.89175], [-5.38185, 3.27151, -3.86792], [-4.14659, 1.14096, -4.30696], [-2.30931, 0.49693, -2.76756]], "nbo_charge": [0.7339, -0.6219, -0.2398, -0.3558, -0.2455, -0.6100, -0.2325, -0.2618, -0.4417, 0.0325, 0.2705, -0.2920, 0.3716, -0.2837, -0.3337, 0.3555, -0.2837, 0.3336, -0.3018, 0.2379, 0.2092, 0.2110, 0.1952, 0.2506, 0.2286, 0.2137, 0.1811, 0.2552, 0.2295, 0.2115, 0.2278, 0.2394, 0.2379, 0.2676, -0.1913, -0.1815, -0.2403, 0.1659, -0.2472, -0.1993, -0.2226, -0.0990, 0.0371, -0.1714, -0.2404, -0.1597, -0.2606, -0.0656, 0.2306, 0.2295, 0.2364, 0.2215, 0.2295, 0.2382, 0.2324, 0.2292, 0.2233, 0.0462, 0.1606, -0.2750, -0.1404, -0.2482, 0.0418, -0.4899, 0.2457, 0.2339, 0.2320, 0.2085], "total_charge": 1, "energy_ha": -4463.74832, "e_homo_ev": [-10.90, -11.28], "spin_multiplicity": 2, "gap_ev": [7.38, 7.08], "s_squared": 0.77}


{"formula": "C13H22N2O2S", "method": "ωB97M-V/def2-TZVPD", "elements": ["C", "C", "C", "C", "C", "C", "C", "C", "O", "N", "C", "N", "C", "O", "C", "C", "C", "S", "H", "H", "H", "H", "H", "H", "H", "H", "H", "H", "H", "H", "H", "H", "H", "H", "H", "H", "H", "H", "H", "H"], "coordinates": [[3.20976, 1.85619, 1.21502], [3.47596, 0.44961, 0.69254], [2.19453, -0.21996, 0.20248], [2.44552, -1.63223, -0.32463], [1.21146, -2.23786, -0.99431], [0.11426, -2.59576, 0.00500], [-1.18778, -2.98634, -0.71527], [-2.34578, -2.90213, 0.22433], [-2.92076, -3.83150, 0.72640], [-2.77371, -1.60990, 0.58069], [-2.37532, -0.40063, 0.14530], [-1.51365, -0.17243, -0.77452], [-1.25475, 1.14560, -1.00879], [-0.46926, 1.56431, -1.81462], [-2.07508, 2.10765, -0.10423], [-2.94638, 3.00201, -0.97603], [-1.11328, 2.91634, 0.75734], [-3.10190, 1.00929, 0.93077], [4.13425, 2.32818, 1.53951], [2.76429, 2.47023, 0.43532], [2.52574, 1.82740, 2.06122], [4.19307, 0.49972, -0.12957], [3.92256, -0.15593, 1.48512], [1.75451, 0.38461, -0.59356], [1.47996, -0.25229, 1.02826], [3.25207, -1.58820, -1.05993], [2.77858, -2.27734, 0.49216], [1.49919, -3.13426, -1.54763], [0.81404, -1.51277, -1.70628], [-0.07497, -1.73283, 0.64172], [0.43833, -3.41872, 0.64467], [-1.34833, -2.29592, -1.54265], [-1.11994, -4.00720, -1.09117], [-3.51215, -1.61212, 1.27838], [-3.47916, 3.72986, -0.36788], [-2.30998, 3.52762, -1.68538], [-3.67102, 2.41016, -1.53282], [-1.65480, 3.63654, 1.36671], [-0.42265, 3.44820, 0.10582], [-0.53745, 2.26285, 1.41051]], "nbo_charge": [-0.6004, -0.3861, -0.4005, -0.3865, -0.3933, -0.3805, -0.5198, 0.7184, -0.5524, -0.6349, 0.3746, -0.6041, 0.6810, -0.5514, -0.2396, -0.6115, -0.6114, 0.2407, 0.2074, 0.2028, 0.1957, 0.1940, 0.1915, 0.2093, 0.1850, 0.2019, 0.1918, 0.1996, 0.2130, 0.1994, 0.2073, 0.2585, 0.2340, 0.4232, 0.2138, 0.2363, 0.2213, 0.2144, 0.2361, 0.2213], "total_charge": 0, "energy_ha": -1166.78830, "e_homo_ev": -9.83, "gap_ev": 10.08, "smiles": "CCCCCCCC(=O)NC1=NC(=O)C(C)(C)S1"}